239
Properties=species:S:1:pos:R:3 method="wB97M-V/def2-TZVPD" de_lowest_kcal_mol=116.42 multiplicity=1 gap_ha=0.31205 energy_ha=-3959.74575 largest_force_ev_per_a=3.42 e_homo_ev=-8.04 charge=0
C -16.4344 -30.3869 16.6750
C -16.9406 -29.4886 15.4772
C -16.5946 -30.2435 14.1631
C -18.4832 -29.5083 15.4759
C -19.0810 -28.5190 16.5328
C -18.4146 -27.1433 16.4500
C -16.8576 -27.0767 16.3814
C -16.4464 -25.7206 15.6991
C -16.2112 -27.1385 17.7981
N -16.3056 -28.1299 15.5111
O -14.9149 -28.1571 15.4443
H -16.7038 -30.0222 17.6663
H -16.9284 -31.3384 16.4784
H -15.3469 -30.3919 16.7482
H -15.5398 -30.5181 14.1645
H -17.0796 -31.2075 14.0093
H -16.8339 -29.6591 13.2746
H -18.9594 -29.2167 14.5398
H -18.8988 -30.4847 15.7251
H -20.1308 -28.5960 16.2499
H -18.8948 -28.8828 17.5433
H -18.6756 -26.6231 17.3716
H -18.7077 -26.6910 15.5026
H -15.3770 -25.5174 15.7571
H -16.8409 -24.8382 16.2029
H -16.7523 -25.7912 14.6553
H -16.5851 -27.9729 18.3915
H -16.5060 -26.2390 18.3386
H -15.1214 -27.1382 17.8196
H -14.7792 -28.0248 14.5032
C -8.3354 -26.7693 11.5298
C -8.4795 -25.2340 11.3909
C -6.9732 -24.8104 11.2730
C -9.2581 -24.8766 10.1711
C -9.6826 -23.3479 10.0311
C -10.4948 -22.8453 11.2589
C -9.7961 -23.1947 12.5566
C -8.6441 -22.2177 12.8382
C -10.8052 -23.0861 13.7239
N -9.2568 -24.6262 12.5246
O -8.7413 -24.9521 13.7318
H -8.0243 -27.0100 12.5464
H -9.3030 -27.2234 11.3162
H -7.6218 -27.2788 10.8823
H -6.5316 -25.4584 10.5159
H -6.8878 -23.7354 11.1145
H -6.4443 -25.0770 12.1880
H -8.6987 -25.3166 9.3455
H -10.2158 -25.3964 10.1438
H -8.7689 -22.7727 9.8814
H -10.1612 -23.2660 9.0552
H -11.4758 -23.3093 11.1563
H -10.6826 -21.7931 11.0451
H -9.0262 -21.2302 13.0968
H -8.0995 -22.0906 11.9025
H -8.0338 -22.5337 13.6842
H -11.4967 -22.2560 13.5793
H -10.2965 -23.0257 14.6860
H -11.3730 -24.0163 13.7061
H -9.3965 -25.5861 14.0326
C -11.3617 -15.3023 20.3391
C -10.0089 -15.0779 19.5835
C -9.3099 -13.7382 19.9568
C -8.9748 -16.2010 20.1554
C -9.2062 -17.5549 19.5046
C -9.2126 -17.4225 17.9674
C -10.1770 -16.3608 17.3574
C -9.7094 -16.2776 15.8784
C -11.5804 -16.9435 17.3467
N -10.0773 -15.0996 18.1101
O -10.8171 -14.0668 17.5017
H -12.1882 -14.7394 19.9054
H -11.6976 -16.3308 20.4713
H -11.2326 -14.9229 21.3528
H -9.7995 -12.8052 19.6778
H -9.2378 -13.6682 21.0422
H -8.2506 -13.6827 19.7057
H -7.9444 -15.8630 20.0450
H -9.0431 -16.3443 21.2337
H -8.4687 -18.2873 19.8331
H -10.1811 -17.8831 19.8650
H -9.3290 -18.4113 17.5238
H -8.2106 -17.1118 17.6716
H -9.5833 -17.2622 15.4280
H -8.7340 -15.7913 15.8828
H -10.4153 -15.7056 15.2762
H -11.8772 -17.2442 18.3515
H -11.5467 -17.8957 16.8174
H -12.3330 -16.2863 16.9109
H -10.1928 -13.4221 17.1608
C -15.8081 -20.9911 23.1080
C -15.4576 -19.5832 23.6223
C -14.7782 -18.7972 22.4360
C -16.7989 -18.9927 23.8720
C -17.4520 -19.2766 25.2592
C -16.4407 -18.9204 26.3223
C -15.0689 -19.7577 26.1910
C -14.1808 -19.1266 27.3336
C -15.3104 -21.2300 26.4622
N -14.5649 -19.4822 24.8240
O -13.2328 -19.9863 24.5733
H -16.6655 -21.3994 23.6430
H -15.9225 -21.0016 22.0241
H -14.9506 -21.6631 23.0738
H -15.3688 -18.7278 21.5225
H -14.6760 -17.7725 22.7932
H -13.7405 -19.0370 22.2042
H -16.7888 -17.9270 23.6435
H -17.4914 -19.3714 23.1203
H -18.3505 -18.6695 25.3698
H -17.6242 -20.3454 25.3865
H -16.8925 -19.1898 27.2770
H -16.1493 -17.8707 26.3570
H -14.0358 -18.0664 27.1263
H -13.2329 -19.6623 27.3862
H -14.5284 -19.3577 28.3405
H -15.9556 -21.3420 27.3336
H -14.4155 -21.8253 26.6436
H -15.8422 -21.6268 25.5975
H -12.6753 -19.2049 24.5912
C -8.0641 -22.2665 16.5416
O -7.9794 -21.4436 17.7476
C -6.8996 -21.9468 18.4954
C -6.2826 -20.8160 19.3669
C -5.7604 -19.6941 18.4571
N -5.2118 -21.3604 20.1902
H -7.2309 -22.0407 15.8761
H -8.9366 -21.8249 16.0601
H -8.1276 -23.3500 16.6419
H -7.2500 -22.7319 19.1654
H -6.1021 -22.3635 17.8801
H -7.0556 -20.3743 19.9958
H -6.5308 -19.1978 17.8670
H -5.0326 -20.0226 17.7151
H -5.2610 -18.9072 19.0223
H -4.6403 -21.8828 19.5417
H -4.5992 -20.6020 20.4542
C -8.6826 -20.8872 24.1905
O -9.1418 -21.1644 22.8465
C -10.6084 -21.2464 22.6605
C -10.9394 -21.8724 21.2801
C -10.2592 -21.1222 20.2062
N -12.3766 -21.7806 21.0626
H -7.5973 -20.7996 24.2409
H -8.9126 -21.8289 24.6889
H -9.1440 -20.0608 24.7311
H -11.1079 -21.8824 23.3912
H -11.0759 -20.2778 22.8377
H -10.5920 -22.9046 21.3239
H -10.2703 -21.6541 19.2548
H -9.1915 -21.0734 20.4200
H -10.6075 -20.1141 19.9813
H -12.6225 -22.1590 20.1590
H -12.5574 -20.7898 20.9869
C -18.2846 -22.8718 19.3377
O -18.4810 -21.5300 18.9635
C -19.7183 -21.0438 19.6097
C -19.7595 -19.4645 19.6340
C -20.9644 -18.8595 20.3441
N -19.7767 -18.9575 18.2155
H -19.0204 -23.5689 18.9369
H -18.2024 -23.0986 20.4007
H -17.3106 -23.1336 18.9244
H -20.5589 -21.5466 19.1314
H -19.7546 -21.3856 20.6441
H -18.9110 -19.0279 20.1609
H -21.8991 -19.3739 20.1211
H -21.1927 -17.8495 20.0036
H -20.7544 -18.8529 21.4136
H -19.1003 -19.2502 17.5249
H -19.6701 -17.9666 18.3792
C -18.5465 -19.1694 15.1689
O -17.7701 -18.5796 16.1827
C -17.7964 -17.1830 16.2468
C -16.8643 -16.4245 15.3031
C -15.4551 -17.0152 15.2303
N -16.6936 -15.0214 15.5458
H -19.6270 -19.0259 15.1599
H -18.4031 -20.2449 15.2729
H -18.1705 -18.8599 14.1937
H -18.7919 -16.7445 16.1785
H -17.5243 -17.0040 17.2870
H -17.4366 -16.5057 14.3790
H -14.7608 -16.2815 14.8209
H -15.4993 -17.9614 14.6910
H -15.0464 -17.1227 16.2351
H -16.3483 -14.8066 16.4703
H -16.0819 -14.5621 14.8864
C -18.4212 -23.9639 12.3588
O -17.1882 -23.2764 12.2540
C -17.0674 -22.3668 13.3711
C -15.7577 -21.4787 13.2599
C -14.4617 -22.3007 13.6289
N -15.7716 -20.3187 14.0638
H -19.1645 -23.3389 11.8639
H -18.8986 -24.3030 13.2782
H -18.4770 -24.9388 11.8747
H -17.9517 -21.7333 13.3010
H -17.1047 -23.0388 14.2284
H -15.6254 -21.1520 12.2285
H -13.5824 -21.6991 13.3987
H -14.4572 -23.2199 13.0432
H -14.5622 -22.5438 14.6867
H -14.8288 -19.9599 14.1143
H -15.9388 -20.5112 15.0411
C -14.9659 -14.9052 18.5639
O -16.3980 -14.7759 18.7038
C -16.8806 -15.5733 19.7405
C -18.3471 -15.1900 19.8951
C -18.9682 -15.8983 21.1651
N -19.1943 -15.7069 18.8490
H -14.6053 -15.9254 18.4329
H -14.2968 -14.4056 19.2645
H -14.7304 -14.3958 17.6295
H -16.7291 -16.6209 19.4804
H -16.3317 -15.2668 20.6310
H -18.4313 -14.1034 19.9120
H -18.4864 -15.4825 22.0500
H -18.8241 -16.9785 21.1908
H -20.0404 -15.7160 21.2375
H -18.7681 -15.4177 17.9802
H -19.9621 -15.0510 18.8710
C -12.2170 -21.7981 17.1820
O -13.1164 -22.4085 18.0932
C -14.4727 -22.2785 17.6388
C -14.9441 -20.8119 17.5394
C -14.7999 -19.9762 18.8596
N -16.3552 -20.8471 17.1748
H -12.1311 -20.7293 17.3781
H -12.4748 -22.0368 16.1501
H -11.2086 -22.1432 17.4101
H -14.7988 -22.9110 16.8132
H -15.0562 -22.6634 18.4752
H -14.3131 -20.4021 16.7508
H -13.7784 -19.9029 19.2326
H -15.4368 -20.4317 19.6179
H -15.0645 -18.9220 18.7770
H -16.7311 -19.9314 16.9741
H -16.8959 -21.1115 17.9858